No. 1
{"formula": "C4H10N2O2S", "method": "the ωB97M-V functional and the def2-TZVPD basis", "energy_ha": -816.52825, "charge": 0, "lumo_ev": 0.40, "multiplicity": 1, "homo_energy_ha": -0.3157, "de_lowest_kcal_mol": 23.37, "elements": ["C", "C", "C", "C", "N", "N", "O", "O", "S", "H", "H", "H", "H", "H", "H", "H", "H", "H", "H"], "xyz": [[1.108065, -0.563451, 0.400446], [-1.519280, -0.361224, 0.907841], [-0.330905, 1.535856, -0.410022], [-0.442025, -0.025514, -0.134772], [1.252363, -0.418747, 1.712405], [1.898967, -0.892819, -0.526130], [-1.949901, -0.076532, -2.209431], [0.415105, -0.452067, -2.574382], [-0.858949, -0.917017, -1.748501], [-2.541238, -0.296620, 0.618377], [-1.567239, 0.301958, 1.857310], [-1.420653, -1.390133, 1.301490], [0.667850, 1.889150, -0.139782], [-0.895668, 2.204284, 0.151288], [-0.340652, 1.916085, -1.428889], [0.402396, 0.045145, 1.995461], [2.093607, -0.496379, 2.253931], [1.288346, -0.640308, -1.847957], [2.739812, -1.361668, -0.178683]], "forces_ev_per_a": [[-3.4, 1.7, -1.7], [0.6, -0.1, 2.2], [2.4, -1.0, -0.7], [1.8, 0.7, 0.8], [-1.0, -0.1, -0.1], [1.2, -1.2, -0.2], [-0.9, 0.0, -0.4], [1.6, -0.5, 1.3], [0.5, 0.8, 0.5], [-0.7, 0.2, -1.1], [0.7, -0.7, -1.4], [0.2, 0.3, -0.3], [0.4, -0.4, 0.2], [-1.9, 0.5, 1.2], [-0.6, -0.8, -0.4], [0.5, 0.0, 1.5], [0.0, 0.1, 0.0], [-1.4, 0.0, -1.0], [0.1, 0.5, -0.4]]}

---

No. 2
{"formula": "C4H10N2OS", "method": "the ωB97M-V functional and the def2-TZVPD basis", "energy_ha": -741.16011, "charge": 0, "lumo_ev": 0.64, "multiplicity": 1, "homo_energy_ha": -0.3252, "de_lowest_kcal_mol": 136.73, "elements": ["C", "C", "C", "C", "H", "H", "H", "H", "H", "H", "H", "H", "H", "H", "N", "N", "O", "S"], "xyz": [[-2.270973, -0.324216, 0.107399], [0.835540, -0.391860, -0.028179], [2.058439, -1.134581, 0.198853], [0.245347, 1.877988, -1.400310], [-3.262894, -0.136632, 0.623922], [-2.195275, -0.057978, -1.007753], [-1.965245, -1.442302, 0.203970], [-1.564852, 0.144060, 2.017950], [2.235703, -1.656404, -0.804956], [2.749769, -0.277013, 0.418511], [1.755732, -1.264454, 2.031772], [-0.589651, 1.941537, -0.713144], [0.990603, 2.433354, -0.698126], [-0.183418, 2.337360, -2.244718], [-1.258996, 0.371700, 0.994439], [0.030953, -0.253468, 0.925197], [1.784873, -2.251900, 1.226739], [0.604344, 0.084808, -1.851566]], "forces_ev_per_a": [[0.9, -1.3, 0.5], [-3.2, 0.5, -1.9], [0.2, -2.8, -1.1], [0.4, -0.5, 2.4], [1.0, -0.2, -1.2], [-0.3, 0.0, 1.9], [-1.1, 1.6, -0.4], [0.8, 0.6, -2.6], [0.6, 0.7, 1.6], [0.6, -1.5, 0.2], [-0.5, -5.2, -2.6], [-0.5, -0.8, 0.2], [-0.5, -1.0, -2.2], [0.5, 1.0, -1.3], [0.1, -1.3, 0.9], [-0.7, 0.9, 1.1], [1.6, 7.7, 2.2], [0.0, 1.6, 2.4]]}

---

No. 3
{"formula": "C4H10N2OS", "method": "the ωB97M-V functional and the def2-TZVPD basis", "energy_ha": -741.27215, "charge": 0, "lumo_ev": 0.78, "multiplicity": 1, "homo_energy_ha": -0.3110, "smiles": "COC/C(=N/N)SC", "de_lowest_kcal_mol": 66.42, "elements": ["C", "C", "C", "C", "H", "H", "H", "H", "H", "H", "H", "H", "H", "H", "N", "N", "O", "S"], "xyz": [[2.840293, 0.496337, 0.191221], [0.908168, -0.114212, 1.351407], [-0.181182, -0.202379, 0.213580], [-2.794766, 0.848687, -0.189775], [3.522005, -0.283944, 0.516668], [3.522040, 1.318373, 0.090100], [2.462720, 0.211805, -0.778827], [0.408762, 0.196197, 2.288150], [1.349992, -1.114161, 1.522807], [-2.925240, -0.176985, -0.598084], [-3.315275, 1.631949, -0.801055], [-3.257140, 0.761059, 0.816669], [-0.736217, -2.236961, -1.982266], [-1.288981, -0.660624, -1.919036], [-0.228529, -1.357738, -0.330236], [-1.032650, -1.516112, -1.420100], [1.823034, 0.882567, 1.093449], [-1.077034, 1.316140, -0.064672]], "forces_ev_per_a": [[0.4, 0.3, 0.0], [-2.2, -0.3, 0.3], [1.4, -0.8, 1.9], [-1.3, -0.8, 0.3], [-0.4, -0.7, 0.6], [0.0, 0.8, -0.3], [-0.3, 0.0, -0.4], [0.1, -0.2, -0.3], [-0.1, 0.4, -0.4], [0.1, 0.8, -0.2], [0.4, -0.9, 0.6], [0.3, 0.5, -0.6], [0.8, -1.8, -1.3], [0.3, -0.3, 0.1], [-0.1, 1.0, -0.9], [-1.4, 1.8, 1.2], [1.3, 0.2, -0.3], [0.9, 0.0, -0.4]]}

---

No. 4
{"formula": "C4H10N2OS", "method": "the ωB97M-V functional and the def2-TZVPD basis", "energy_ha": -741.22212, "charge": 0, "lumo_ev": -0.95, "multiplicity": 1, "homo_energy_ha": -0.3338, "de_lowest_kcal_mol": 97.82, "elements": ["C", "N", "C", "O", "C", "C", "S", "N", "H", "H", "H", "H", "H", "H", "H", "H", "H", "H"], "xyz": [[1.107051, -0.567939, -0.418371], [1.773142, 0.626382, -0.725002], [2.018538, 1.566177, 0.306832], [1.579904, 1.402321, 1.450794], [-0.437035, -0.512872, -0.355149], [-0.983798, 0.734494, 0.420798], [-2.796464, 0.554974, 0.403465], [-0.867244, -1.714744, 0.399721], [1.438024, -1.412549, -1.182587], [1.329039, -0.964763, 0.564278], [2.009101, 0.764974, -1.634210], [2.624054, 2.514516, 0.174760], [-0.919478, -0.531701, -1.417833], [-0.562078, 0.728464, 1.410392], [-0.854268, 1.746406, -0.031435], [-3.435630, -1.257672, 0.080120], [-1.823761, -1.317616, 0.817219], [-1.199094, -2.358855, -0.263794]], "forces_ev_per_a": [[-0.9, -2.9, -1.0], [0.4, 2.2, 4.1], [-0.7, -0.6, 1.0], [0.8, -0.1, -1.8], [-0.3, 0.3, -1.6], [-0.3, -1.1, -1.2], [-2.4, -1.8, -0.3], [-2.0, 2.7, 1.6], [-0.7, 1.7, 1.5], [0.7, 0.2, 0.2], [1.1, 0.9, -2.7], [-0.5, -1.2, -1.0], [0.9, 0.3, 1.6], [-0.2, 0.0, 0.4], [0.2, -0.9, 0.0], [1.6, 3.6, 0.6], [2.8, -2.0, -0.6], [-0.4, -1.3, -0.9]]}

---

No. 5
{"formula": "C4H10N2OS", "method": "the ωB97M-V functional and the def2-TZVPD basis", "energy_ha": -741.34311, "charge": 0, "lumo_ev": 0.70, "multiplicity": 1, "homo_energy_ha": -0.3299, "smiles": "CNC(=O)[C@H](N)CS", "de_lowest_kcal_mol": 21.89, "elements": ["N", "C", "C", "S", "C", "N", "C", "O", "H", "H", "H", "H", "H", "H", "H", "H", "H", "H"], "xyz": [[1.738405, 0.689675, 0.275126], [0.489199, -0.055874, -0.033024], [-0.501105, 0.897668, -0.638329], [0.135606, 1.886881, -2.026188], [-0.149792, -0.645870, 1.210473], [-0.741078, -1.885301, 1.226870], [-1.105635, -2.675449, 0.029980], [-0.000583, -0.133448, 2.317396], [1.415928, 2.100373, -1.594037], [1.501565, 1.302789, 1.054556], [2.298993, 0.015639, 0.810002], [0.861760, -0.855753, -0.740996], [-1.309488, 0.408782, -1.179098], [-0.926455, 1.570612, 0.109218], [-1.301592, -2.060660, 2.048556], [-2.160360, -2.599876, -0.182968], [-0.756868, -3.682536, 0.223042], [-0.617998, -2.169818, -0.793822]], "forces_ev_per_a": [[-0.4, -0.9, 1.3], [1.4, -0.4, -0.7], [-0.3, 0.7, -1.2], [0.8, 0.3, -0.1], [0.5, -1.4, 2.4], [-0.7, 0.1, -1.6], [0.6, 1.3, 1.0], [-0.1, 0.9, -0.8], [-0.7, -0.2, 0.0], [-0.2, 0.4, -0.1], [0.2, 0.1, -0.5], [-0.9, 0.8, 0.6], [-0.3, -0.4, 0.5], [0.1, -0.2, 0.1], [0.3, 0.1, 0.1], [-0.5, -0.4, 0.1], [-0.1, -0.2, -0.6], [0.3, -0.6, -0.3]]}

---

No. 6
{"formula": "C4H10N2OS", "method": "the ωB97M-V functional and the def2-TZVPD basis", "energy_ha": -741.19726, "charge": 0, "lumo_ev": -2.22, "multiplicity": 1, "homo_energy_ha": -0.3297, "de_lowest_kcal_mol": 113.42, "elements": ["O", "C", "N", "C", "N", "C", "C", "S", "H", "H", "H", "H", "H", "H", "H", "H", "H", "H"], "xyz": [[-0.093160, -0.976674, -0.740693], [-0.128111, 0.089331, 0.202077], [1.061696, 0.390593, 0.667842], [2.098064, 0.804606, -0.253028], [2.736410, -0.327685, -0.941266], [-1.171784, -0.126598, 1.293972], [-2.436754, -0.448976, 0.573452], [-2.360590, 0.621815, -0.879892], [-0.601728, 0.989031, -0.455984], [2.879940, 1.311327, 0.328078], [1.650274, 1.493811, -0.971831], [2.055246, -1.074585, -1.035523], [3.129130, -0.093075, -1.832895], [-1.307520, 0.802984, 1.853452], [-0.809668, -0.860986, 1.991616], [-2.475778, -1.495959, 0.265296], [-3.305614, -0.233183, 1.166910], [-0.920055, -0.865783, -1.231578]], "forces_ev_per_a": [[0.1, 0.5, 0.0], [2.5, -4.1, 2.3], [-0.7, 2.7, -0.5], [1.0, -1.2, -0.1], [-0.2, -0.5, 0.8], [0.3, 0.6, 0.2], [-0.3, -0.5, -0.5], [0.1, 1.1, -0.1], [-2.2, 1.0, -0.8], [-0.4, 0.1, -0.2], [-0.1, 0.3, 0.0], [0.2, 0.2, -0.3], [0.0, 0.2, -0.3], [0.2, 0.0, -0.1], [0.0, -0.5, 0.2], [0.0, 0.1, 0.0], [-0.4, 0.2, 0.2], [-0.1, -0.2, -0.6]]}